{"formula": "C4H4O2", "method": "ωB97M-V/def2-TZVPD", "elements": ["C", "C", "C", "O", "C", "O", "H", "H", "H", "H"], "positions_angstrom": [[0.788, -0.919, 1.749], [0.403, 0.054, 0.938], [-0.167, -0.395, -0.337], [-0.656, -1.494, -0.724], [-0.424, 0.885, -1.055], [0.065, 1.856, -0.695], [1.250, -0.609, 2.647], [0.480, -1.998, 1.501], [0.394, 1.028, 1.362], [-1.002, 0.934, -1.938]], "atomic_forces_ev_per_a": [[-1.01, -1.81, -0.61], [0.24, -3.06, 1.19], [-2.97, -1.48, -0.46], [2.22, 3.13, 1.43], [-1.54, -3.62, -3.03], [2.54, 5.51, 1.99], [0.34, -0.42, 1.18], [1.18, 1.62, 0.46], [0.31, 0.83, -0.78], [-1.30, -0.68, -1.38]], "de_lowest_kcal_mol": 47.8, "gap_ev": 8.83, "lumo_energy_ev": -1.0, "e_tot_ev": -8305.0023, "homo_ev": -9.8}

{"formula": "C4H9NO", "method": "ωB97M-V/def2-TZVPD", "elements": ["C", "C", "N", "C", "C", "O", "H", "H", "H", "H", "H", "H", "H", "H", "H"], "positions_angstrom": [[-0.298, 1.439, 1.414], [-0.460, 1.326, -0.108], [-0.725, 0.082, -0.665], [0.195, -0.884, -0.064], [0.684, -1.733, -1.303], [-0.233, 2.335, -0.728], [-0.802, 0.603, 1.902], [-0.771, 2.343, 1.792], [0.762, 1.525, 1.642], [-1.637, 0.626, -0.330], [1.126, -0.522, 0.373], [-0.251, -1.546, 0.688], [-0.145, -1.697, -1.999], [1.561, -1.166, -1.608], [0.995, -2.731, -1.006]], "atomic_forces_ev_per_a": [[-0.78, -0.30, 0.04], [4.32, 3.38, 1.28], [-0.82, 2.70, -0.23], [-0.71, -3.05, -0.21], [-0.14, 1.05, 1.54], [-0.72, 0.34, -0.87], [0.50, -0.11, 0.30], [0.00, 0.14, -0.31], [0.00, -0.30, 0.14], [-1.08, -4.19, -0.36], [-0.52, 0.98, 0.17], [-0.17, 0.14, -0.10], [0.34, -0.37, -0.43], [-0.10, -0.30, -0.87], [-0.12, -0.10, -0.09]], "de_lowest_kcal_mol": 84.4, "gap_ev": 10.50, "lumo_energy_ev": 0.8, "e_tot_ev": -7828.6586, "homo_ev": -9.7}

{"formula": "C20H40Cl8O11", "method": "ωB97M-V/def2-TZVPD", "elements": ["C", "C", "O", "C", "O", "O", "C", "H", "H", "H", "H", "H", "H", "H", "H", "C", "C", "O", "C", "O", "O", "C", "H", "H", "H", "H", "H", "H", "H", "H", "C", "C", "O", "C", "O", "O", "C", "H", "H", "H", "H", "H", "H", "H", "H", "C", "C", "O", "C", "C", "O", "H", "H", "H", "H", "H", "H", "H", "H", "Cl", "C", "Cl", "H", "H", "Cl", "C", "Cl", "H", "H", "Cl", "C", "Cl", "H", "H", "Cl", "C", "Cl", "H", "H"], "positions_angstrom": [[17.108, 25.108, 10.529], [17.156, 25.637, 9.125], [18.207, 26.597, 9.056], [18.530, 27.082, 7.872], [18.053, 26.771, 6.829], [19.521, 27.948, 8.080], [20.099, 28.533, 6.923], [16.549, 25.798, 11.167], [18.037, 24.908, 11.061], [16.534, 24.181, 10.614], [16.189, 26.107, 8.933], [17.343, 24.867, 8.373], [19.565, 29.410, 6.557], [20.286, 27.764, 6.178], [21.051, 28.943, 7.267], [17.976, 24.638, 20.752], [17.111, 24.452, 19.522], [15.781, 24.867, 19.815], [14.891, 24.848, 18.829], [15.147, 24.574, 17.679], [13.713, 25.175, 19.324], [12.706, 25.483, 18.375], [17.518, 24.096, 21.580], [18.029, 25.687, 21.044], [18.966, 24.226, 20.569], [17.088, 23.388, 19.264], [17.458, 24.982, 18.632], [13.046, 25.957, 17.458], [11.962, 26.122, 18.849], [12.146, 24.575, 18.134], [20.847, 26.600, 11.739], [20.526, 27.792, 12.611], [21.537, 28.762, 12.490], [21.329, 29.974, 13.001], [20.451, 30.234, 13.764], [22.247, 30.839, 12.587], [22.667, 30.777, 11.233], [20.792, 26.865, 10.679], [20.081, 25.828, 11.816], [21.832, 26.171, 11.920], [20.362, 27.465, 13.643], [19.522, 28.143, 12.350], [23.631, 30.270, 11.160], [22.786, 31.770, 10.805], [21.961, 30.215, 10.622], [16.091, 21.410, 14.803], [15.765, 22.008, 16.150], [16.675, 21.496, 17.130], [17.775, 22.187, 17.378], [18.554, 21.685, 18.567], [18.070, 23.209, 16.815], [15.390, 21.736, 14.033], [16.016, 20.325, 14.890], [17.080, 21.679, 14.435], [15.776, 23.097, 16.227], [14.766, 21.705, 16.473], [18.753, 22.539, 19.208], [19.526, 21.291, 18.269], [18.000, 20.874, 19.033], [17.196, 27.950, 18.864], [18.937, 27.860, 18.997], [19.597, 29.158, 19.994], [19.155, 26.902, 19.455], [19.427, 27.962, 18.036], [19.589, 22.402, 13.792], [20.383, 23.639, 14.798], [22.057, 23.974, 14.318], [19.807, 24.556, 14.745], [20.429, 23.276, 15.818], [13.831, 23.743, 13.422], [13.320, 24.510, 14.930], [13.360, 26.266, 14.754], [12.331, 24.197, 15.249], [14.015, 24.235, 15.721], [16.822, 25.140, 13.804], [16.977, 25.597, 15.536], [18.238, 26.847, 15.626], [16.024, 26.036, 15.796], [17.251, 24.701, 16.081]], "atomic_forces_ev_per_a": [[-0.70, -0.25, 1.18], [-0.05, -0.46, -0.15], [-0.05, 0.19, 0.81], [0.37, 0.02, 0.76], [-0.44, -0.14, -1.15], [-0.01, 0.37, 0.06], [0.95, 0.37, 0.21], [0.18, 0.16, -0.08], [0.33, 0.13, -0.55], [0.00, -0.03, -0.41], [0.18, 0.07, -0.38], [-0.07, 0.03, 0.06], [-0.53, -0.43, -0.16], [-0.20, 0.23, -0.25], [0.04, -0.28, -0.02], [-0.68, 0.12, -0.08], [0.20, -0.45, -0.43], [-0.56, 0.17, 0.50], [0.88, -0.12, 0.23], [-0.29, 0.13, 0.03], [0.03, 0.51, 0.02], [-1.34, -0.40, -0.21], [0.11, -0.04, 0.05], [0.16, 0.00, -0.05], [0.10, 0.15, 0.04], [-0.33, 0.40, 0.12], [0.13, 0.08, 0.16], [0.40, -0.03, 0.18], [0.36, 0.19, 0.25], [0.26, -0.11, -0.20], [0.07, 0.09, -0.88], [-1.47, -1.34, 0.53], [0.57, 0.00, -0.74], [-0.34, -0.61, 0.11], [-0.25, 0.35, 0.43], [0.02, 0.93, 0.01], [0.50, -0.71, -0.67], [0.19, 0.24, 0.06], [0.05, -0.02, 0.49], [-0.05, -0.02, 0.22], [0.61, 0.20, 0.15], [0.32, 0.60, -0.30], [-0.02, -0.02, 0.09], [-0.18, 0.20, 0.43], [-0.05, 0.07, 0.06], [-0.13, -0.05, -0.35], [-0.27, 0.42, -0.43], [0.02, -0.57, 0.60], [0.02, 0.16, 0.64], [0.11, -0.70, -0.54], [0.50, 0.16, -0.54], [-0.04, -0.05, 0.27], [0.10, -0.02, -0.10], [0.04, 0.02, 0.28], [0.21, -0.27, -0.42], [0.16, -0.20, 0.12], [-0.02, -0.30, 0.13], [-0.03, 0.02, -0.23], [0.07, 0.18, 0.37], [-0.45, 0.12, -0.15], [0.48, -0.09, 0.06], [0.04, 0.05, 0.26], [0.22, 0.09, 0.01], [-0.33, -0.15, -0.16], [0.32, 0.26, 0.09], [0.04, -0.11, 0.18], [-0.12, -0.01, -0.16], [0.00, -0.02, -0.12], [-0.19, -0.05, -0.06], [-0.62, -0.16, 0.03], [0.43, -0.12, 0.32], [-0.12, 0.20, 0.11], [-0.14, 0.02, -0.47], [0.07, 0.14, -0.18], [0.13, -0.15, 0.34], [-0.03, 0.29, -1.12], [0.05, -0.10, 0.33], [0.07, 0.03, 0.30], [-0.02, 0.42, 0.02]], "gap_ev": 10.83, "lumo_energy_ev": 0.4, "e_tot_ev": -144091.1977, "homo_ev": -10.4}